Computed, not measured: a 8-piece molecular cluster, C35H69ClI2O22PS overall, with ωB97M-V with the def2-TZVPD basis set.

Summary:
HOMO, hartree: -0.437
Kohn-Sham gap, Eh: 0.276
Strongest force on any atom, Eh/bohr: 0.08139
Total energy, eV: -131296.880
Net charge: +1

XYZ file:
```
131
Properties=species:S:1:pos:R:3:forces:R:3:mulliken_charge:R:1
I -2.3050 -0.9658 -3.7825 -0.85 1.84 0.41 0.1177
I -3.5156 3.7300 -1.4255 0.83 -1.95 -0.60 0.1205
Cl -1.8906 3.4662 -5.8822 -1.81 -0.64 0.54 -0.1822
S -4.5882 1.8292 -4.2407 0.22 0.01 2.77 0.0957
P -3.7464 2.4199 -6.1712 0.62 1.30 -3.83 0.4789
O 3.8107 1.1908 -0.3959 -1.14 -0.70 -0.49 -0.3256
O -7.2270 -4.5554 -4.9416 -0.58 0.68 0.86 -0.2660
O 9.5082 3.6965 -3.4055 -1.19 0.03 -0.28 -0.3383
O 2.6601 3.8830 9.1585 0.16 0.88 0.35 -0.3199
O -8.5016 -3.0108 -4.0408 0.47 -0.69 -0.04 -0.2979
O 7.3455 3.5171 -3.0704 0.70 0.29 -0.51 -0.2426
O 3.4186 -0.9962 -0.9825 -0.72 1.77 0.02 -0.5565
O 5.3348 1.7504 6.1114 -0.30 -1.00 -0.49 -0.3284
O 4.5609 0.4521 4.5185 0.53 0.23 0.81 -0.2973
O -1.1991 -1.6823 4.1101 -1.43 0.75 0.57 -0.5491
O 8.0923 5.0499 -4.6074 0.19 -1.35 1.13 -0.5618
O -2.7292 -1.4516 5.8057 0.31 0.44 -1.22 -0.3419
O 2.0014 0.7191 -1.5472 0.41 -0.20 0.41 -0.3095
O -8.7663 -5.1858 -3.3560 0.92 1.48 -0.98 -0.5536
O -3.1336 -0.4619 3.8877 0.56 -0.24 0.50 -0.3611
O -0.3756 -6.8491 -4.9724 -0.91 0.84 0.61 -0.3425
O -4.8286 3.6321 -6.8022 1.63 -1.41 1.13 -0.5060
O 3.1991 5.2204 10.8146 -0.20 -0.31 -1.14 -0.3400
O -0.4247 -5.3060 -3.2702 -0.89 -0.79 -1.11 -0.5713
O 4.8284 -0.4291 6.6239 0.18 1.32 -1.18 -0.5646
O 2.1691 6.1172 8.9665 0.74 -1.39 0.78 -0.5565
O -2.3214 -6.2608 -4.1421 0.88 0.23 -0.08 -0.2979
C -6.8188 -5.9203 -5.0973 0.12 -0.86 -0.21 -0.1360
C 4.0486 -0.8022 4.0515 -0.36 -0.58 -0.09 0.0837
C -7.8272 1.8059 -3.0960 -0.12 0.12 -0.16 -0.9231
C -2.6777 1.7427 -2.0079 -0.78 -2.21 -2.93 0.2304
C 10.9251 5.6743 -3.4428 -0.20 0.19 0.12 -1.0876
C 2.6103 -1.0024 4.4974 -0.12 0.07 0.21 -1.1521
C 3.2262 6.5122 11.4345 -0.11 0.66 0.36 -0.1705
C 8.2955 4.1697 -3.7851 0.31 0.60 -0.26 0.6875
C -2.2437 -1.2348 4.5581 0.37 -0.48 -0.01 0.7443
C -2.7956 -0.1619 2.5277 0.10 -0.04 -0.48 -0.1570
C -1.9326 -2.3394 6.5877 0.30 -0.40 0.46 -0.5552
C 5.0381 0.8078 0.2371 0.88 -0.21 0.27 0.1144
C 5.6383 1.9590 7.4893 0.16 0.19 0.59 -0.5502
C 1.6532 -7.5709 -3.8393 -0.13 -0.05 0.27 -1.0880
C 3.1045 0.1842 -0.9673 0.98 -0.52 0.21 0.6904
C -3.2012 1.0008 -3.2253 1.55 2.07 3.29 0.0480
C 2.6383 5.1715 9.5811 -0.33 0.57 0.08 0.7459
C -5.5855 -0.7342 -5.3712 1.45 -0.63 0.38 -0.9639
C 4.9091 0.4943 5.8283 -0.23 -0.39 0.40 0.7477
C -6.8660 0.4421 -3.2159 0.07 1.68 0.49 0.2001
C -3.0657 -1.3530 1.6244 0.01 -0.32 0.10 -0.8909
C -0.9836 -6.0556 -4.0562 0.62 -0.17 0.20 0.7714
C -7.8271 -6.6987 -5.9250 -0.30 0.05 -0.01 -1.2646
C 1.2180 -0.2248 -2.2749 -0.13 -0.24 -0.39 -0.5811
C 6.1257 0.5552 -0.7929 -0.08 -0.10 -0.29 -1.0102
C 1.0560 -6.7875 -4.9957 0.84 -0.08 0.09 -0.1336
C 2.0050 3.6754 7.9087 -0.21 -0.15 -0.45 -0.6643
C 1.8581 6.8821 11.9813 -0.27 -0.09 -0.10 -1.0836
C 10.6396 4.3066 -4.0390 0.59 0.43 -0.26 -0.1609
C -3.0765 -5.5571 -3.1578 -0.33 0.08 0.30 -0.2557
C -8.2131 -4.3359 -4.0371 -0.33 -0.99 0.12 0.7030
C -1.4607 1.2120 -1.0441 -0.22 0.52 0.62 -0.8957
C -9.5988 -2.6577 -3.2007 -0.49 0.14 0.33 -0.6809
C 6.0214 3.9939 -3.3019 -0.49 0.12 -0.03 -0.5503
C -5.9921 0.6555 -4.6071 -2.22 -2.15 -1.03 -0.1231
H -4.5983 3.9072 -7.7378 -0.05 -0.67 1.41 0.3630
H 4.8848 -0.0621 0.8867 -0.12 0.10 -0.29 0.0006
H -9.4528 -3.0227 -2.1797 -0.07 -0.09 -0.24 0.3463
H -2.8914 -1.0907 0.5766 -0.04 0.01 0.07 0.1578
H -4.1376 -5.6802 -3.3930 0.29 -0.15 -0.17 -0.0517
H -5.8545 -5.9066 -5.6190 -0.22 0.34 0.12 0.3072
H 6.2415 1.4234 -1.4503 0.10 -0.03 0.23 0.0876
H 5.8804 -0.2968 -1.4331 0.01 0.02 0.20 0.3128
H -2.3300 -2.3426 7.6066 -0.13 0.18 -0.33 0.2289
H 7.0822 0.3509 -0.3025 -0.15 0.09 -0.04 0.4159
H 1.9913 -0.1522 4.1916 0.08 -0.15 -0.12 0.2940
H 10.1057 6.3729 -3.6336 0.11 -0.13 -0.11 0.3101
H -7.9660 2.1499 -1.9802 0.12 -0.88 -2.26 0.3117
H -6.1733 0.4202 -2.2576 -1.20 -0.11 -2.10 0.2357
H 10.4948 4.3597 -5.1246 -0.19 0.03 0.25 0.3026
H -0.4532 1.8060 -1.2781 -2.37 -1.13 0.43 0.3648
H -7.3317 2.7335 -3.6608 -0.97 -2.09 1.22 0.2507
H 3.9437 6.4534 12.2615 -0.10 -0.32 -0.30 0.2880
H 5.3256 3.3238 -2.7890 0.35 -0.01 0.02 0.0948
H 11.4976 3.6472 -3.8617 -0.43 -0.07 0.12 0.2845
H 1.3785 -7.2362 -5.9428 -0.43 0.08 0.14 0.2866
H -3.4299 0.6780 2.2200 -0.02 -0.15 0.40 0.3077
H -2.8441 -4.4881 -3.1660 0.11 -0.19 0.09 0.1480
H 1.4874 6.0989 12.6512 0.17 0.14 0.02 0.2910
H 1.3845 -7.1292 -2.8757 0.09 0.07 -0.17 0.3062
H -4.1000 -1.6947 1.7380 0.09 0.18 -0.07 0.3214
H -6.7337 1.2278 -5.3487 2.00 -0.74 1.59 0.4344
H 3.6023 7.2697 10.7366 -0.18 -0.25 -0.03 0.3012
H -8.0060 -6.1986 -6.8827 0.19 -0.10 0.08 0.3085
H 5.3369 1.6419 0.8831 -0.39 -0.05 -0.23 0.3879
H 2.5351 -1.0740 5.5860 0.13 -0.09 -0.14 0.3363
H -1.7558 1.4327 0.0907 0.54 -0.29 -2.60 0.3113
H 4.0883 -0.7742 2.9561 0.13 0.29 0.27 -0.0248
H 5.7777 3.9920 -4.3684 0.15 0.14 0.17 0.3071
H 4.7164 1.9416 8.0790 0.21 -0.13 -0.01 0.2198
H 1.1220 6.9881 11.1795 0.19 0.07 0.03 0.3058
H -9.6641 -1.5664 -3.1697 0.18 -0.18 -0.20 0.1581
H -2.8892 -5.9872 -2.1689 0.06 0.23 -0.12 0.3100
H 11.0358 5.6039 -2.3555 0.12 -0.08 -0.16 0.2886
H -6.4247 -1.1360 -6.0800 1.53 1.09 1.40 0.3222
H -5.3341 -1.6121 -4.6033 -0.72 2.09 -1.53 0.1828
H -1.2300 0.0695 -1.1081 -0.76 2.19 -0.21 0.1934
H 1.3996 -5.7463 -5.0005 -0.23 -0.15 0.13 0.2754
H -7.4680 -7.7144 -6.1163 0.00 0.17 0.02 0.3739
H 6.3488 1.2135 7.8584 -0.26 0.03 -0.08 0.2943
H 4.6922 -1.6289 4.3749 -0.10 0.26 0.12 0.3457
H 2.7446 -7.5956 -3.9122 -0.16 0.00 -0.05 0.3565
H -1.7555 0.1769 2.4519 -0.09 -0.22 0.17 0.2586
H -2.4223 -2.2005 1.8767 0.03 0.20 -0.04 0.3071
H 0.9542 -1.0865 -1.6547 0.19 0.03 -0.11 0.3713
H 11.8411 6.0968 -3.8664 -0.10 -0.11 0.06 0.3533
H -8.7935 -6.7672 -5.4177 0.20 -0.04 0.05 0.3354
H 2.1954 -1.9176 4.0644 0.05 0.14 0.01 0.3960
H 0.2940 0.2705 -2.5865 0.51 0.06 0.05 -0.0253
H -2.0045 -3.3546 6.1850 0.16 0.19 0.00 0.2897
H 1.9043 7.8270 12.5309 0.04 -0.14 -0.05 0.3532
H 5.9094 4.9977 -2.8803 0.02 -0.10 -0.23 0.3022
H 6.0944 2.9480 7.5896 -0.16 -0.17 -0.31 0.2228
H -4.5630 -0.5664 -5.9640 -2.44 -0.40 0.98 0.2370
H -6.6485 -6.3883 -4.1204 -0.22 0.20 -0.09 0.2984
H 1.7592 -0.5433 -3.1715 -0.06 -0.13 0.22 0.3762
H -8.8821 1.6125 -3.6132 2.31 0.43 1.24 0.2925
H -0.8900 -2.0105 6.6261 -0.18 -0.11 -0.16 0.2292
H -7.5007 -0.5454 -3.2191 1.43 1.94 -0.40 -0.1304
H -10.5300 -3.0483 -3.6228 0.16 -0.03 0.21 0.3414
H 2.1925 2.6444 7.5952 0.10 0.15 0.31 0.1857
H 1.2738 -8.5982 -3.8345 0.13 0.12 -0.15 0.2943
H 2.3957 4.3459 7.1376 -0.15 0.00 0.21 0.3278
H 0.9254 3.8096 8.0289 0.18 0.12 -0.10 0.3381
```
Positions in Å, forces in eV/Å.